Formula: C10H15IN
Source: the Open Molecules 2025 dataset
Level of theory: ωB97M-V/def2-TZVPD

Values from the calculation:
SMILES ... CC1(C)CC/C=C/CC=[N+]=C1I
LUMO energy ... -4.58 eV
Relative energy (zero: lowest compared OMol25 entry of this formula, charge and spin) ... 0.0 kcal/mol
Total energy ... -20194.701 eV
Net charge ... +1
HOMO level ... -0.4913 hartree

Each line ends with the Löwdin charge.
Geometry (Å):
C -1.09303 1.05460 -1.24901  -0.053
C 0.13645 1.19682 -0.38395  -0.598
C 0.91550 2.46413 -0.88819  -0.072
C -0.19466 1.35978 1.14851  -0.136
C -0.93663 0.17045 1.80763  -0.165
C -0.16647 -1.08579 1.50520  -0.105
C -0.76941 -2.04849 0.76046  -0.075
C 0.07319 -2.98291 -0.04121  -0.128
C 0.68697 -2.29828 -1.24499  -0.018
N 0.87687 -1.08011 -1.23553  0.074
C 1.04981 -0.01944 -0.56962  -0.584
I 3.07526 0.12412 0.10492  1.055
H -1.62867 2.08275 -1.03150  0.130
H -1.85833 0.23397 -1.06170  0.100
H -0.69660 1.04390 -2.37103  0.139
H 1.63911 2.15267 -1.77706  0.126
H 1.45346 2.84674 -0.04577  0.054
H 0.23931 3.22809 -1.23464  0.082
H -0.85821 2.26382 1.01288  0.140
H 0.69042 1.79165 1.71024  0.130
H -1.98877 0.17499 1.73282  0.109
H -0.72957 0.36977 2.86043  0.120
H 0.80015 -0.98933 1.97436  0.105
H -1.82603 -1.94114 0.40508  0.140
H 0.87387 -3.35554 0.60542  0.138
H -0.50681 -3.89356 -0.33394  0.141
H 0.74282 -2.86364 -2.15982  0.151



Formula: O3S
Source: the Open Molecules 2025 dataset
Level of theory: ωB97M-V/def2-TZVPD

Values from the calculation:
2S+1 ... 3
LUMO energy (spin up / spin down) ... -0.25 / -5.72 eV
Total energy ... -16971.035 eV
⟨S²⟩ ... 2.01
HOMO level (spin up / spin down) ... -0.2693 / -0.5163 hartree

Each line ends with the Löwdin charge.
Geometry (Å):
O 1.39081 -0.06047 -0.34543  -0.146
O -0.43995 1.02014 0.79009  -0.143
O -0.95117 -0.93583 -0.45367  -0.163
S 0.00031 -0.02384 0.00901  0.451



Formula: C5H13NO2
Source: the Open Molecules 2025 dataset
Level of theory: ωB97M-V/def2-TZVPD

Values from the calculation:
2S+1 ... 2
LUMO energy (spin up / spin down) ... -3.26 / -8.84 eV
Relative energy (zero: lowest compared OMol25 entry of this formula, charge and spin) ... 69.9 kcal/mol
Total energy ... -10969.793 eV
Net charge ... +1
⟨S²⟩ ... 0.76
HOMO level (spin up / spin down) ... -0.5302 / -0.5144 hartree

Each line ends with the Löwdin charge.
Geometry (Å):
C 2.14272 0.91252 -0.31631  0.017
N 0.71735 0.49006 -0.67061  0.168
C 0.02641 0.12204 0.56374  -0.364
C -1.16637 1.10889 0.71181  -0.101
C -1.37183 1.47736 2.09326  -0.249
O -1.72670 2.60210 2.29765  0.150
C -0.32218 -1.37406 0.70050  0.007
H 2.04501 1.93013 0.02212  0.102
H 2.80597 0.81167 -1.13654  0.079
H 2.61583 0.24872 0.56123  0.167
H 0.80730 -0.25527 -1.32287  0.134
H 0.64810 0.43464 1.56178  0.191
H -1.09445 2.00398 0.01183  0.165
H -2.03205 0.60787 0.32487  0.131
H -1.28461 0.76092 2.80673  0.113
H -0.73896 -1.74043 -0.17870  0.059
H 0.57681 -1.87977 0.95713  0.083
H -1.18055 -1.49674 1.47032  0.142
H -1.22462 -2.48786 -3.36279  0.017
H 0.06445 -1.70632 -3.56536  0.005
O -0.30763 -2.57042 -3.52980  -0.016



Look up the total energy of the second one.
-16971.035 eV



Which of these has the highest total energy?
C5H13NO2